Molecular formula: C7H8BrF
Method: DFT, ωB97M-V/def2-TZVPD

Computed properties:
Charge: 0
Electronic energy in Eh: -2945.1575
Energy relative to the best compared isomer or geometry (same formula, charge and spin) in eV: 4.310
LUMO level (alpha / beta) in eV: -0.182 / -0.842
Frontier orbital gap (alpha / beta) in eV: 8.76 / 7.23
HOMO (alpha / beta) in eV: -8.95 / -8.07
Maximum force in eV/Å: 3.6

Geometry (Å):
C: 1.41 -1.01 -1.11
C: 0.03 -1.06 -1.70
C: -1.37 1.01 1.25
C: 0.09 1.13 1.66
C: 0.20 -0.89 -0.23
C: -0.27 0.23 0.55
C: 0.08 -2.43 0.49
F: 0.85 -2.46 1.66
Br: -1.70 -2.78 0.99
H: 2.12 -1.79 -1.00
H: 2.08 -0.18 -1.41
H: -0.26 -0.09 -2.12
H: -0.30 -1.96 -2.33
H: -2.16 0.46 1.74
H: -1.74 1.87 0.80
H: 0.44 2.17 1.37
H: 0.60 0.65 2.67